Molecular formula: C42H36F2NP2V
Method: DFT, the ωB97M-V functional and the def2-TZVPD basis

Kohn-Sham gap (alpha / beta) in eV: 5.6 / 6.5
E_HOMO (alpha / beta) in Ha: -0.1206 / -0.1534
Energy above the lowest of the compared OMol25 structures with the same formula, charge and spin in kJ/mol: 71.3
E in hartree: -3503.26797
Lowest unoccupied orbital energy (alpha / beta) in eV: 2.3 / 2.3
Spin multiplicity: 4
Charge: -1

XYZ file:
```
84
C42H36F2NP2V the ωB97M-V functional and the def2-TZVPD basis
V -0.44 -0.83 1.07
C -2.04 -2.28 2.92
C -1.72 -2.03 4.25
C -1.86 -0.63 4.48
C -2.25 -0.02 3.30
C -2.31 -1.03 2.28
H -2.06 -3.25 2.44
H -1.40 -2.77 4.97
H -1.65 -0.13 5.42
H -2.45 1.03 3.17
H -2.94 -0.93 1.39
N -1.05 1.26 -1.11
P -1.13 1.91 0.48
C -0.20 3.49 0.27
C -0.64 4.54 -0.53
C 0.18 5.63 -0.78
C 1.46 5.67 -0.23
C 1.90 4.63 0.57
C 1.07 3.55 0.83
C -2.86 2.49 0.56
C -3.86 1.77 -0.09
C -5.20 2.12 0.07
C -5.55 3.19 0.88
C -4.56 3.91 1.53
C -3.22 3.56 1.37
P 0.15 0.02 -1.14
C -0.30 -0.89 -2.66
C -1.64 -1.03 -3.04
C -1.98 -1.81 -4.14
C -0.99 -2.47 -4.86
C 0.34 -2.35 -4.48
C 0.68 -1.56 -3.39
C 1.65 0.90 -1.74
C 2.80 0.79 -0.97
C 3.95 1.50 -1.32
C 3.94 2.34 -2.42
C 2.79 2.45 -3.19
C 1.65 1.73 -2.86
H -1.13 1.91 -1.89
H -1.64 4.52 -0.96
H -0.17 6.44 -1.40
H 2.11 6.52 -0.42
H 2.90 4.66 1.00
H 1.42 2.73 1.44
H -3.58 0.93 -0.71
H -5.96 1.54 -0.44
H -6.59 3.45 1.01
H -4.82 4.74 2.17
H -2.46 4.13 1.89
H -2.41 -0.53 -2.47
H -3.02 -1.91 -4.42
H -1.26 -3.09 -5.70
H 1.11 -2.87 -5.02
H 1.72 -1.47 -3.09
H 2.79 0.14 -0.10
H 4.85 1.40 -0.72
H 4.83 2.90 -2.68
H 2.78 3.11 -4.06
H 0.77 1.81 -3.48
F 4.86 -4.71 2.63
C 4.02 -3.63 2.57
C 4.47 -2.46 2.01
C 3.60 -1.38 1.97
C 2.28 -1.44 2.44
C 1.31 -0.33 2.27
C 1.89 -2.66 3.02
C 2.75 -3.75 3.09
H 5.48 -2.39 1.63
H 3.96 -0.44 1.55
H 0.77 -0.12 3.21
H 1.84 0.59 2.00
H 0.87 -2.75 3.39
H 2.43 -4.69 3.52
F 0.08 -6.17 -2.19
C -0.02 -5.04 -1.41
C 1.13 -4.43 -0.96
C 1.02 -3.28 -0.20
C -0.21 -2.69 0.17
C -1.33 -3.41 -0.30
C -1.26 -4.56 -1.09
H 2.10 -4.86 -1.22
H 1.94 -2.81 0.13
H -2.33 -3.05 -0.05
H -2.15 -5.07 -1.45
```